A molecular structure, C11H30BrCrN3O3. Source: the OMol25 dataset; level of theory: ωB97M-V/def2-TZVPD.

Orbital gap (alpha / beta) (Eh): 0.1712 / 0.2353
Total charge: +4
Multiplicity: 5
LUMO level (alpha / beta) (eV): -15.771 / -14.027
⟨S²⟩: 6.0494

```
49
Properties=species:S:1:pos:R:3:forces:R:3
Cr -1.15380 2.50194 -2.29462 -0.474 -0.961 0.897
Br -0.52715 0.87105 -0.52838 -0.341 1.037 -1.089
C 1.16815 -2.48636 -2.16508 0.249 0.590 -0.115
C -0.00540 -3.29299 -1.70723 0.844 -0.157 -1.040
O -0.30159 -4.37953 -2.03463 -0.302 0.049 0.362
N -0.98537 -2.58150 -0.74136 -0.806 0.246 -0.170
H -0.99361 -1.54635 -0.80276 0.813 -0.498 0.261
H -1.91005 -2.79532 -1.12372 -0.033 -0.689 0.291
C -0.81016 -3.08934 0.67341 -0.118 1.073 0.411
H 0.84989 -1.61196 -2.74107 -0.321 0.003 0.125
H 1.80646 -3.04186 -2.84942 -0.169 -0.416 0.211
H 1.78726 -2.09767 -1.35427 -0.138 -0.162 0.200
H -1.32913 -2.40296 1.34298 -0.176 -0.065 -0.093
H 0.24510 -2.98208 0.91360 0.050 -0.475 -0.064
H -1.21587 -4.08470 0.82440 0.263 -0.128 -0.408
C -5.39501 1.56504 -3.68568 -1.095 0.081 0.314
C -4.64414 1.25584 -2.44422 -0.169 0.677 -0.915
O -3.52605 1.65543 -2.24006 0.362 -0.411 0.667
N -5.40301 0.55093 -1.30992 0.020 1.466 0.385
H -6.32121 1.00922 -1.26695 -0.255 -0.242 -0.300
H -5.57480 -0.42958 -1.54876 0.007 -0.152 0.107
C -4.78953 0.76926 0.08106 0.437 -0.821 -0.852
H -5.73442 0.74195 -4.32497 0.773 -0.374 -0.009
H -4.86490 2.34970 -4.21635 0.038 -0.252 -0.279
H -6.40517 1.93577 -3.45569 0.153 0.355 0.409
H -5.39727 0.24845 0.81664 -0.051 0.006 -0.075
H -4.72325 1.83240 0.29091 -0.140 0.004 -0.122
H -3.80408 0.32543 -0.02753 0.098 0.121 0.547
C 4.44797 1.41204 2.91303 -0.701 -0.757 0.686
N 3.17902 0.75051 2.39174 0.058 0.393 -1.036
C 2.79327 -0.33807 3.36623 -0.245 1.290 -0.100
C 2.11925 1.81600 2.28669 0.150 -0.283 -0.566
C 3.50175 0.16068 1.03199 -0.064 -2.125 0.157
C 3.58754 1.00880 -0.21930 -1.113 1.482 0.528
O 4.48460 2.08132 -0.11528 0.320 -0.337 -0.163
H 4.14619 1.87202 3.85261 0.241 0.580 -0.224
H 4.83964 2.05970 2.13680 0.142 0.124 0.269
H 5.10291 0.59524 3.21145 0.351 0.140 -0.423
H 2.68327 0.20711 4.30311 0.129 -0.405 0.246
H 3.58995 -1.07325 3.41879 -0.151 -0.127 -0.016
H 1.80947 -0.72120 3.10640 0.170 -0.282 -0.191
H 1.18498 1.48088 1.82191 0.252 -0.596 0.368
H 2.51037 2.53859 1.57234 0.128 0.459 0.567
H 1.91820 2.20012 3.28231 0.107 0.256 -0.112
H 2.72932 -0.58673 0.81398 -0.387 0.266 0.123
H 4.33792 -0.51392 1.22913 0.512 0.535 -0.233
H 2.58787 1.47205 -0.31819 -0.152 -0.289 -0.160
H 3.72186 0.44377 -1.14462 0.302 -0.577 0.440
H 4.68270 2.34410 -1.02148 0.432 0.350 0.187
```
Positions in Å, forces in eV/Å.


A molecular structure, C11H30BrN3O5P. Source: the OMol25 dataset; level of theory: ωB97M-V/def2-TZVPD.

Orbital gap (Eh): 0.1975
Total charge: -1
LUMO level (eV): 2.408

```
51
Properties=species:S:1:pos:R:3:forces:R:3
N 1.85649 3.61157 -2.14211 0.058 -0.006 -0.042
C 3.13249 2.97343 -1.78197 -0.004 0.064 0.104
C 3.23159 2.50847 -0.31385 0.037 -0.069 -0.146
C 4.11621 1.28226 -0.18501 -0.291 0.047 0.346
Br 4.68334 1.14510 1.72522 0.069 -0.036 -0.173
P 3.39353 -0.23437 -0.67280 0.167 0.112 -0.115
O 4.15051 -1.16404 -1.52657 0.062 -0.085 0.090
O 1.98715 0.19490 -1.42860 0.115 0.104 -0.081
O 2.82189 -1.10265 0.59402 -0.404 -0.123 -0.208
H 1.45301 4.02982 -1.31082 0.039 0.077 -0.026
H 1.19108 2.89875 -2.41788 -0.034 0.003 0.063
H 3.28303 2.11764 -2.43818 -0.018 0.050 -0.042
H 3.94896 3.67289 -1.98522 0.020 -0.065 -0.007
H 3.67714 3.30479 0.28876 -0.046 0.038 -0.044
H 2.19429 2.38677 0.05857 0.026 -0.055 0.033
H 1.22244 -0.17247 -0.98433 -0.058 -0.126 0.051
H 2.26221 -0.57122 1.17349 0.287 0.127 0.192
C 1.83065 -3.66694 2.32229 0.030 -0.040 0.018
C 0.94586 -3.63827 3.56055 -0.036 0.052 -0.027
C 0.21122 -4.95556 3.83474 0.014 -0.009 0.003
O -0.88137 -5.22012 2.97119 0.014 0.003 -0.021
C -0.54804 -5.82573 1.73863 0.007 -0.019 0.011
N 0.03642 -2.49282 3.47252 -0.042 -0.047 0.045
H 1.23978 -3.59346 1.40879 0.006 0.003 -0.006
H 2.51533 -2.82289 2.31553 -0.011 0.012 -0.015
H 2.42084 -4.58466 2.27338 -0.015 -0.010 0.009
H 1.58757 -3.47084 4.43297 0.018 -0.022 -0.010
H -0.21964 -4.91571 4.83885 -0.025 0.009 -0.008
H 0.91900 -5.79543 3.80368 0.011 0.011 0.019
H 0.27637 -6.53704 1.85851 -0.012 -0.013 0.000
H -0.26079 -5.09571 0.97902 0.007 0.004 0.008
H -1.43075 -6.36373 1.39331 -0.001 0.007 -0.007
H -0.47266 -2.38154 4.34318 0.021 0.015 0.005
H -0.66570 -2.69561 2.76725 0.021 0.020 -0.019
C -2.62699 1.37228 -2.56536 0.002 0.004 0.013
C -2.38307 2.43233 -1.49590 0.060 -0.028 -0.034
C -3.66073 3.10401 -0.98050 -0.006 -0.002 0.002
O -4.24270 4.04261 -1.86900 0.003 -0.014 -0.023
C -5.09888 3.50218 -2.85076 -0.019 -0.007 0.018
N -1.38508 3.37574 -1.98871 -0.131 0.083 0.059
H -2.85672 1.83249 -3.52731 -0.006 -0.002 -0.002
H -1.72717 0.77339 -2.69959 0.005 0.015 -0.019
H -3.45207 0.71023 -2.29412 0.002 -0.001 0.002
H -1.94231 1.93160 -0.62643 -0.039 -0.014 0.007
H -3.41414 3.67291 -0.08117 0.003 0.023 -0.015
H -4.40575 2.34409 -0.70567 0.017 -0.008 0.015
H -5.67131 2.65542 -2.45507 -0.011 0.011 0.001
H -4.55721 3.16586 -3.73850 0.006 -0.007 0.006
H -5.79360 4.28866 -3.14513 0.005 0.000 -0.008
H -1.08943 4.00007 -1.24593 0.068 -0.044 -0.001
H -1.80232 3.97057 -2.69797 0.007 -0.042 -0.027
```
Positions in Å, forces in eV/Å.


A molecular structure, C11H30Cu2O13. Source: the OMol25 dataset; level of theory: ωB97M-V/def2-TZVPD.

Orbital gap (alpha / beta) (Eh): 0.1722 / 0.2694
Total charge: -1
Multiplicity: 2
LUMO level (alpha / beta) (eV): 0.872 / 0.935
⟨S²⟩: 0.7566

```
56
Properties=species:S:1:pos:R:3:forces:R:3
Cu 0.92289 -3.22338 1.74418 0.296 1.478 -0.229
Cu 3.88885 -1.51648 1.99087 -1.225 -0.141 -0.534
C 0.77334 -0.71902 0.53315 1.172 0.065 1.373
O 1.87694 -0.93421 1.08144 3.526 -2.326 3.013
O 0.78887 0.15593 -0.28541 -1.067 3.938 -4.810
O -0.24490 -1.31085 0.90912 -2.710 -3.100 1.152
C -2.91450 -2.71501 -0.75916 -1.918 0.584 0.319
C -3.05072 -3.18752 0.66437 -0.285 0.877 0.674
O -2.72893 -2.13924 1.57190 -0.169 -0.641 0.100
O -1.63148 -2.46140 -1.20510 0.433 -1.220 -0.969
H -3.50062 -1.80459 -0.88449 -0.164 0.536 0.545
H -3.56407 -3.36763 -1.34247 1.022 -0.768 -0.830
H -2.46867 -4.08527 0.87261 0.299 -0.221 -0.131
H -4.09082 -3.41707 0.89589 -0.149 -0.181 -0.288
H -1.85360 -1.84465 1.30998 0.335 0.390 0.219
H -1.21781 -1.83085 -0.61108 0.261 0.359 0.421
C -3.15140 1.28498 -3.22579 2.307 0.288 0.144
C -1.74115 0.70269 -2.88495 -1.134 -0.686 1.579
O -1.37813 1.16865 -1.56329 -0.721 1.111 -1.399
O -3.01494 2.69988 -3.40196 -0.427 -0.001 -0.045
H -3.82317 1.11168 -2.38508 -0.271 -0.479 -0.299
H -3.44139 0.90431 -4.20512 -0.469 -0.224 0.259
H -1.03789 0.89324 -3.69564 0.226 0.488 0.215
H -1.76224 -0.37354 -2.71354 -0.456 -0.367 -0.857
H -0.75053 0.56714 -1.15597 0.488 -0.108 0.207
H -2.93488 3.05700 -2.51446 0.269 0.151 0.087
C 1.64069 3.48746 1.07052 0.509 -1.888 0.633
C 2.71852 2.54083 1.64019 1.020 1.035 -1.364
O 3.30313 1.68515 0.59306 -0.870 0.978 1.800
O 0.49221 2.77911 0.75921 -1.304 0.124 0.026
H 2.03861 3.96523 0.17526 0.161 0.648 0.216
H 1.31333 4.10255 1.90874 0.409 0.831 -0.283
H 2.33602 2.03091 2.52437 0.034 -0.521 -0.254
H 3.53501 3.18478 1.96695 0.244 -0.069 0.134
H 2.57879 1.07884 0.42182 -0.099 -0.670 -0.543
H 0.64693 1.95673 0.28873 0.144 -0.286 -0.370
C 3.09035 -1.72935 -2.25190 -1.287 -1.096 -0.453
C 2.60953 -0.74948 -3.33341 0.212 -0.619 0.388
O 1.27188 -0.39701 -3.11065 -0.569 0.258 -0.574
O 3.49192 -1.14033 -1.06464 1.431 0.365 0.107
H 3.76046 -2.53326 -2.55651 0.983 0.669 -0.348
H 2.24008 -2.37473 -2.03138 -0.747 0.049 -0.063
H 2.58615 -1.20166 -4.32491 0.322 -0.235 -0.014
H 3.27341 0.11426 -3.36986 0.110 0.214 0.093
H 1.09853 -0.13514 -2.20346 0.256 0.224 0.535
H 2.73105 -0.87822 -0.54121 -0.228 0.102 0.286
C 0.12950 0.92445 3.97349 0.158 -0.581 -0.162
C -1.33409 0.84960 3.54417 0.322 0.836 0.709
O -1.52054 0.81957 2.16143 0.014 -0.383 0.222
O 0.87337 -0.32307 3.91578 -0.654 0.848 0.008
H 0.24228 1.24522 5.00910 -0.258 0.141 0.028
H 0.54211 1.67962 3.30448 0.389 -0.003 0.063
H -1.76104 1.81207 3.82607 -0.165 0.059 0.425
H -1.83954 0.06363 4.10531 -0.250 -0.319 -0.149
H -1.13466 -0.00848 1.86640 -0.013 -0.263 -0.599
H 1.09682 -0.46422 2.99288 0.252 -0.249 -0.414
```
Positions in Å, forces in eV/Å.